Entry 1:
166
Properties=species:S:1:pos:R:3 method="wB97M-V/def2-TZVPD" charge=+1 orbital_gap_ev=6.33 total_energy_ev=-152807.674 largest_force_ev_per_a=2.4
C -1.93 -2.21 4.38
C -1.52 -2.84 3.03
O -2.67 -2.97 2.16
C -2.38 -2.96 0.84
C -2.06 -4.19 0.30
C -2.12 -5.38 1.21
C -3.55 -5.60 1.77
O -3.68 -6.20 2.80
Cl -4.95 -4.94 0.92
C -1.72 -4.26 -1.04
C -1.31 -5.65 -1.52
O -2.41 -6.55 -1.69
N -3.62 -5.88 -1.93
O -4.51 -6.63 -1.90
C -1.74 -3.15 -1.80
C -1.39 -3.29 -3.28
F -1.85 -4.47 -3.75
F -2.07 -2.43 -4.08
C 0.16 -3.31 -3.60
F 0.72 -3.95 -2.56
F 0.36 -4.07 -4.67
C 0.86 -1.94 -3.70
F 0.23 -1.10 -4.52
F 0.87 -1.46 -2.43
C 2.33 -1.98 -4.16
F 2.36 -2.47 -5.41
F 3.07 -2.81 -3.43
C 3.06 -0.60 -4.25
F 2.57 0.20 -5.19
F 4.30 -0.92 -4.69
C 3.29 0.18 -2.91
F 3.40 -0.62 -1.85
F 4.48 0.80 -3.03
C 2.25 1.32 -2.60
F 2.03 1.29 -1.28
F 1.06 1.14 -3.19
C 2.75 2.76 -2.91
F 3.19 2.88 -4.15
F 3.62 3.19 -2.03
F 1.66 3.55 -2.81
N -2.05 -1.96 -1.25
C -2.02 -0.73 -2.07
C -3.39 -0.35 -2.70
C -4.54 -1.33 -2.42
C -5.74 -1.14 -3.36
N -6.18 0.26 -3.52
C -2.39 -1.85 0.03
C -2.78 -0.47 0.53
C -3.35 -0.30 1.94
C -3.60 1.18 2.26
C -4.71 1.83 1.44
N -6.05 1.50 2.00
C -6.81 2.77 2.08
C -6.78 0.68 1.03
C -7.18 1.23 -0.33
O -7.08 -0.45 1.33
H -1.30 -2.67 5.14
H -2.99 -2.35 4.57
H -1.65 -1.16 4.36
H -0.79 -2.19 2.53
H -1.04 -3.79 3.25
H -1.51 -5.27 2.09
H -1.85 -6.32 0.74
H -0.71 -5.66 -2.42
H -0.67 -6.06 -0.75
H -1.55 0.08 -1.53
H -1.35 -0.85 -2.90
H -3.66 0.63 -2.29
H -3.28 -0.22 -3.77
H -4.19 -2.35 -2.58
H -4.89 -1.19 -1.39
H -5.53 -1.53 -4.35
H -6.59 -1.69 -2.94
H -5.70 0.90 -2.91
H -6.10 0.56 -4.48
H -1.90 0.17 0.44
H -3.50 -0.03 -0.16
H -2.58 -0.60 2.64
H -4.24 -0.90 2.11
H -2.67 1.75 2.27
H -3.95 1.18 3.29
H -4.66 1.64 0.37
H -4.59 2.91 1.55
H -7.88 2.59 2.20
H -6.41 3.40 2.87
H -6.71 3.37 1.17
H -7.60 0.46 -0.96
H -6.31 1.63 -0.85
H -7.87 2.08 -0.26
N 9.75 0.21 -1.89
C 9.50 0.23 -0.59
C 8.23 0.14 -0.04
C 7.15 0.03 -0.91
C 7.39 0.02 -2.28
C 8.71 0.11 -2.71
H 10.37 0.31 0.05
H 8.08 0.15 1.03
H 6.14 -0.04 -0.53
H 6.59 -0.06 -2.99
H 8.94 0.10 -3.77
N -3.15 3.93 4.82
C -4.34 3.69 5.37
C -5.10 4.66 6.00
C -4.60 5.95 6.06
C -3.37 6.21 5.50
C -2.69 5.17 4.89
H -4.69 2.66 5.29
H -6.07 4.41 6.43
H -5.17 6.73 6.55
H -2.94 7.21 5.53
H -1.72 5.34 4.43
N -6.03 5.97 1.10
C -5.24 5.78 0.04
C -4.93 6.76 -0.88
C -5.46 8.03 -0.70
C -6.29 8.25 0.39
C -6.53 7.19 1.26
H -4.84 4.77 -0.07
H -4.28 6.55 -1.72
H -5.25 8.83 -1.39
H -6.73 9.22 0.57
H -7.17 7.32 2.12
N 11.32 -4.55 -0.89
C 10.44 -3.55 -0.87
C 9.34 -3.51 -0.03
C 9.14 -4.57 0.84
C 10.04 -5.62 0.84
C 11.11 -5.56 -0.04
H 10.63 -2.74 -1.57
H 8.65 -2.67 -0.05
H 8.29 -4.58 1.52
H 9.93 -6.47 1.50
H 11.85 -6.35 -0.08
N -8.41 11.14 0.63
C -9.54 10.79 1.24
C -10.32 11.67 1.99
C -9.90 12.98 2.11
C -8.72 13.37 1.48
C -8.02 12.41 0.76
H -9.84 9.75 1.13
H -11.23 11.33 2.46
H -10.48 13.70 2.68
H -8.36 14.38 1.55
H -7.10 12.67 0.25
N 1.98 -5.85 -0.63
C 2.21 -6.88 0.19
C 3.36 -7.02 0.95
C 4.34 -6.05 0.85
C 4.12 -4.97 0.00
C 2.93 -4.92 -0.71
H 1.42 -7.63 0.23
H 3.49 -7.88 1.59
H 5.25 -6.12 1.42
H 4.86 -4.18 -0.10
H 2.72 -4.09 -1.38
N 16.76 -4.08 0.17
C 16.51 -4.07 1.47
C 15.24 -4.16 2.02
C 14.16 -4.27 1.16
C 14.40 -4.28 -0.21
C 15.71 -4.19 -0.65
H 17.39 -3.98 2.11
H 15.10 -4.15 3.09
H 13.15 -4.34 1.54
H 13.58 -4.36 -0.91
H 15.94 -4.20 -1.71

Entry 2:
146
Properties=species:S:1:pos:R:3 method="wB97M-V/def2-TZVPD" charge=+2 orbital_gap_ev="6.24 / 5.60" spin_multiplicity=4 total_energy_ev=-94371.071 largest_force_ev_per_a=1.0 s_squared=3.7854
Re 0.16 -0.41 0.41
C -4.01 -1.02 6.04
C -2.82 -1.11 5.12
C -2.00 -2.24 5.07
C -0.97 -2.34 4.16
C -0.68 -1.32 3.23
N 0.16 -1.56 2.13
C 0.91 -2.78 2.27
C 0.33 -3.98 1.87
C 0.98 -5.20 1.99
C 2.26 -5.24 2.55
C 3.03 -6.53 2.62
C 2.79 -4.06 3.03
C 2.12 -2.84 2.95
N 2.66 -1.73 3.67
C 3.59 -1.79 4.68
C 3.67 -0.55 5.24
C 2.73 0.22 4.51
N 2.13 -0.49 3.58
C -1.34 -0.11 3.48
C -2.43 -0.04 4.34
N -0.83 1.11 2.96
C -1.03 2.35 3.47
C -0.17 3.21 2.84
C 0.55 2.41 1.96
N 0.15 1.14 2.04
H -4.48 -1.99 6.17
H -4.75 -0.32 5.67
H -3.71 -0.68 7.04
H -2.19 -3.06 5.75
H -0.39 -3.24 4.14
H -0.66 -3.95 1.43
H 0.49 -6.11 1.66
H 2.36 -7.37 2.83
H 3.79 -6.50 3.39
H 3.52 -6.73 1.67
H 3.76 -4.11 3.50
H 4.10 -2.69 4.95
H 4.30 -0.23 6.05
H 2.48 1.26 4.64
H -2.98 0.89 4.42
H -1.73 2.53 4.26
H -0.06 4.27 3.01
H 1.35 2.68 1.29
C -10.91 6.41 -4.30
O -10.88 5.35 -3.34
C -9.68 4.88 -2.97
C -8.46 5.35 -3.45
C -7.28 4.78 -3.00
C -7.29 3.75 -2.07
C -8.52 3.28 -1.59
C -9.70 3.84 -2.03
C -6.07 3.11 -1.60
N -6.01 2.00 -0.88
C -4.68 1.76 -0.70
C -3.91 2.72 -1.31
N -4.81 3.58 -1.88
C -2.48 2.68 -1.32
C -1.63 3.63 -1.91
C -0.28 3.43 -1.88
C 0.22 2.27 -1.29
N -0.55 1.36 -0.72
C -1.89 1.57 -0.69
C -2.68 0.59 -0.01
N -2.02 -0.43 0.59
C -2.72 -1.42 1.12
C -4.12 -1.43 1.14
C -4.80 -0.38 0.59
C -4.08 0.66 -0.02
H -11.96 6.65 -4.43
H -10.49 6.08 -5.25
H -10.38 7.29 -3.93
H -8.42 6.14 -4.18
H -6.35 5.15 -3.41
H -8.54 2.47 -0.88
H -10.66 3.49 -1.67
H -4.61 4.41 -2.41
H -2.04 4.52 -2.37
H 0.41 4.14 -2.31
H 1.28 2.06 -1.30
H -2.16 -2.24 1.55
H -4.63 -2.26 1.60
H -5.89 -0.33 0.58
C 5.40 3.20 0.84
C 4.48 2.55 1.86
C 3.97 1.19 1.36
C 3.72 1.21 -0.17
C 3.38 2.63 -0.61
C 4.65 3.49 -0.47
P 2.66 -0.25 -0.63
C 3.73 -1.63 -0.01
C 3.12 -3.01 -0.31
C 4.16 -4.10 -0.07
C 5.27 -4.04 -1.13
C 5.55 -2.58 -1.56
C 5.22 -1.59 -0.45
C 2.80 -0.44 -2.49
C 3.97 0.32 -3.12
C 4.23 -0.19 -4.55
C 2.93 -0.40 -5.35
C 1.77 0.35 -4.71
C 1.50 -0.21 -3.31
H 6.25 2.54 0.65
H 5.82 4.13 1.24
H 3.64 3.23 2.07
H 5.00 2.41 2.81
H 3.05 0.92 1.88
H 4.71 0.43 1.60
H 4.65 0.97 -0.68
H 2.59 3.05 0.02
H 3.04 2.69 -1.65
H 4.36 4.55 -0.53
H 5.30 3.30 -1.33
H 3.70 -1.49 1.08
H 2.78 -3.07 -1.34
H 2.26 -3.16 0.33
H 3.68 -5.08 -0.09
H 4.58 -3.98 0.93
H 4.98 -4.62 -2.00
H 6.18 -4.49 -0.74
H 4.96 -2.35 -2.46
H 6.59 -2.47 -1.84
H 5.54 -0.60 -0.75
H 5.83 -1.83 0.43
H 3.04 -1.50 -2.58
H 4.90 0.20 -2.55
H 3.75 1.39 -3.15
H 4.79 -1.13 -4.49
H 4.88 0.53 -5.05
H 2.68 -1.46 -5.40
H 3.07 -0.06 -6.38
H 0.87 0.24 -5.31
H 1.99 1.42 -4.67
H 0.99 -1.16 -3.41
H 0.81 0.45 -2.78
C -1.46 -3.55 -3.10
C -0.62 -4.03 -2.11
C -0.11 -3.18 -1.14
C -0.41 -1.81 -1.11
C -1.26 -1.36 -2.13
C -1.77 -2.20 -3.11
H -1.86 -4.22 -3.85
H -0.35 -5.08 -2.08
H 0.56 -3.60 -0.42
H -1.55 -0.32 -2.19
H -2.41 -1.79 -3.88

Entry 3:
152
Properties=species:S:1:pos:R:3 method="wB97M-V/def2-TZVPD" charge=0 orbital_gap_ev=9.60 smiles="CCOC(C)=O.CCOC(C)=O.CCOC(C)=O.CCOC(C)=O.Fc1ccccc1.Fc1ccccc1.Fc1ccccc1.Fc1ccccc1.Fc1ccccc1.Fc1ccccc1.Fc1ccccc1.Fc1ccccc1" total_energy_ev=-105654.581 largest_force_ev_per_a=4.1
C 3.67 -0.81 5.73
C 2.78 -0.29 4.61
O 1.73 -1.17 4.43
C 1.79 -2.25 3.55
C 0.58 -3.19 3.55
O 2.76 -2.57 2.81
H 3.00 -1.00 6.56
H 4.37 -0.01 5.99
H 4.23 -1.72 5.53
H 2.29 0.63 4.93
H 3.36 -0.18 3.69
H -0.33 -2.85 3.06
H 0.33 -3.45 4.58
H 0.99 -4.10 3.11
C -1.55 -0.44 -3.55
C -1.62 1.03 -3.95
O -2.09 1.12 -5.34
C -3.38 1.09 -5.61
C -3.68 1.15 -7.14
O -4.34 1.14 -4.83
H -2.55 -0.87 -3.67
H -1.35 -0.72 -2.51
H -0.78 -0.94 -4.13
H -2.43 1.49 -3.38
H -0.70 1.60 -3.85
H -4.24 2.08 -7.28
H -4.30 0.34 -7.51
H -2.72 1.29 -7.65
C -2.37 3.21 1.20
C -3.58 2.47 0.70
O -4.54 3.40 0.18
C -5.63 3.73 0.90
C -6.55 4.71 0.15
O -5.98 3.30 1.96
H -2.54 3.85 2.07
H -1.90 3.83 0.44
H -1.66 2.47 1.57
H -3.28 1.79 -0.10
H -3.94 1.84 1.52
H -7.44 4.86 0.76
H -6.83 4.26 -0.80
H -6.07 5.67 -0.05
C 2.13 -2.03 -0.69
C 1.06 -0.98 -0.92
O 1.22 0.20 -0.11
C 0.69 0.28 1.14
C 1.09 1.51 1.88
O -0.14 -0.50 1.61
H 2.06 -2.39 0.34
H 3.08 -1.70 -1.10
H 1.91 -2.96 -1.20
H 1.06 -0.76 -1.99
H 0.09 -1.44 -0.75
H 0.66 2.29 1.25
H 2.17 1.68 1.85
H 0.65 1.47 2.88
F 3.24 -0.87 -3.49
C 3.30 -1.59 -4.65
C 2.57 -2.81 -4.81
C 2.61 -3.49 -6.01
C 3.35 -2.97 -7.06
C 4.11 -1.83 -6.92
C 4.17 -1.23 -5.67
H 1.88 -3.07 -4.03
H 2.06 -4.40 -6.23
H 3.38 -3.45 -8.03
H 4.60 -1.44 -7.80
H 4.69 -0.29 -5.53
F -0.51 2.11 -1.35
C -0.03 3.36 -1.48
C -0.89 4.37 -1.81
C -0.45 5.69 -1.87
C 0.92 5.91 -1.71
C 1.79 4.85 -1.47
C 1.31 3.57 -1.34
H -1.93 4.14 -1.97
H -1.15 6.46 -2.13
H 1.37 6.89 -1.80
H 2.85 5.02 -1.36
H 1.90 2.70 -1.08
F -5.29 0.10 1.54
C -4.69 -1.00 0.94
C -5.47 -2.09 0.43
C -4.86 -3.23 -0.06
C -3.49 -3.31 -0.06
C -2.68 -2.22 0.41
C -3.32 -1.10 0.91
H -6.55 -2.09 0.57
H -5.43 -4.09 -0.37
H -3.11 -4.21 -0.52
H -1.61 -2.36 0.37
H -2.78 -0.26 1.31
F 0.05 1.46 5.53
C -1.26 1.56 5.16
C -1.85 0.41 4.64
C -3.13 0.46 4.14
C -3.82 1.67 4.18
C -3.19 2.80 4.66
C -1.90 2.77 5.16
H -1.46 -0.59 4.77
H -3.63 -0.44 3.80
H -4.86 1.65 3.88
H -3.65 3.78 4.65
H -1.37 3.64 5.50
F -0.99 -3.43 -2.71
C -0.78 -4.29 -3.75
C 0.23 -5.22 -3.60
C 0.37 -6.21 -4.56
C -0.37 -6.14 -5.76
C -1.40 -5.16 -5.95
C -1.66 -4.31 -4.85
H 0.76 -5.17 -2.67
H 1.21 -6.89 -4.44
H -0.15 -6.85 -6.55
H -2.05 -5.04 -6.80
H -2.42 -3.55 -4.77
F 4.70 2.82 -1.41
C 4.83 2.47 -0.12
C 4.65 1.13 0.25
C 4.89 0.78 1.57
C 5.11 1.79 2.53
C 5.17 3.14 2.14
C 5.02 3.45 0.80
H 4.53 0.34 -0.47
H 4.92 -0.27 1.84
H 5.31 1.60 3.57
H 5.22 3.92 2.89
H 4.89 4.48 0.49
F 1.65 5.33 2.38
C 1.72 5.25 3.76
C 2.08 4.06 4.44
C 1.98 4.01 5.80
C 1.50 5.13 6.54
C 1.13 6.31 5.90
C 1.21 6.31 4.49
H 2.46 3.31 3.78
H 2.28 3.15 6.38
H 1.49 5.08 7.62
H 0.74 7.20 6.37
H 0.95 7.21 3.97
F 2.33 -8.67 -0.59
C 1.66 -7.59 -0.10
C 0.30 -7.56 -0.22
C -0.45 -6.38 0.10
C 0.27 -5.25 0.54
C 1.64 -5.29 0.75
C 2.35 -6.47 0.37
H -0.16 -8.43 -0.67
H -1.48 -6.23 -0.17
H -0.22 -4.30 0.73
H 2.11 -4.42 1.19
H 3.40 -6.52 0.59